(1)
# C33H31BrN2O2PSSn

C33H31BrN2O2PSSn as an isolated structure (wB97M-V/def2-TZVPD, the OMol25 dataset).

```
72
Properties=species:S:1:pos:R:3
Sn 1.78272 2.01297 -0.44834
C -0.97661 1.64037 4.95366
C -2.27636 2.05318 4.30334
C -3.26212 2.67040 5.06581
C -4.47623 3.04692 4.50882
C -4.72621 2.80573 3.16701
C -3.75363 2.19103 2.39204
C -2.53212 1.81450 2.94412
P -1.22413 0.99094 1.96926
C -1.75064 1.40169 0.25073
C -1.56550 2.77150 0.01943
C -1.76121 3.34049 -1.22594
C -2.11685 2.52452 -2.28958
C -2.31840 1.17199 -2.06942
C -2.16933 0.58349 -0.81009
C -2.54634 -0.87304 -0.67682
C -1.59096 -0.77555 2.29031
C -2.81051 -1.28082 2.71395
C -2.97462 -2.65075 2.90044
C -1.92417 -3.53779 2.66120
C -0.69620 -3.04025 2.27477
C -0.52427 -1.65957 2.11344
C 0.78787 -1.12845 1.83874
H -0.94029 1.97777 5.98832
H -0.11834 2.05898 4.42488
H -0.86332 0.55287 4.95700
H -3.07161 2.86304 6.11518
H -5.22537 3.52962 5.12334
H -5.67108 3.09416 2.72527
H -3.94852 2.00967 1.34152
H -1.25959 3.40481 0.84805
H -1.62530 4.40514 -1.36476
H -2.26187 2.94060 -3.27857
H -2.64695 0.54682 -2.89265
H -2.96434 -1.23220 -1.61646
H -3.30342 -1.01106 0.09574
H -1.70059 -1.50156 -0.42156
H -3.63959 -0.60806 2.88863
H -3.93338 -3.03146 3.23024
H -2.06088 -4.60193 2.79881
H 0.14535 -3.70570 2.12033
H 1.60381 -1.82328 1.95507
H 1.00391 -0.15605 2.26937
C 1.08187 -3.16918 -5.99151
C 1.39827 -2.75754 -4.57993
C 2.43079 -3.36551 -3.87499
C 2.74236 -2.97502 -2.58171
C 2.00247 -1.95363 -2.00050
C 0.95798 -1.32730 -2.67809
C 0.66477 -1.74207 -3.96160
S 2.45361 -1.39498 -0.41291
O 3.34157 -2.33233 0.20976
O 1.15421 -1.18881 0.31572
N 2.97685 0.06457 -0.53265
C 4.08097 0.56481 -1.20209
C 5.21340 -0.10204 -1.64465
C 6.19577 0.65446 -2.25731
C 6.03833 2.03020 -2.40659
C 4.87951 2.61116 -1.93269
N 3.92197 1.88610 -1.35015
H 1.47584 -4.15897 -6.21478
H 1.52675 -2.46439 -6.69710
H 0.00668 -3.17463 -6.16779
H 2.99635 -4.16322 -4.34074
H 3.53120 -3.45767 -2.01985
H 0.38072 -0.54218 -2.20530
H -0.15047 -1.27264 -4.49929
H 5.32406 -1.16580 -1.48284
H 7.09834 0.17327 -2.61128
H 6.80058 2.63699 -2.87273
H 4.69935 3.67606 -2.00887
Br 2.66308 2.62462 1.84783
```

Summary:
Total energy in Eh: -5063.77510
Energy relative to the best compared isomer or geometry (same formula, charge and spin) in kJ/mol: 0.00
Highest occupied orbital energy in eV: -10.458
Gap between HOMO and LUMO in eV: 7.7
Total charge: +1



(2)
# C33H31N4O4ReS3Te

C33H31N4O4ReS3Te as an isolated structure (wB97M-V/def2-TZVPD, the OMol25 dataset).

```
77
Properties=species:S:1:pos:R:3
Re -0.04400 0.31010 -0.12800
S 1.81430 0.07500 1.30110
C 2.86240 -1.09650 0.53970
C 3.97210 -1.56820 1.23280
C 4.78370 -2.53160 0.66670
C 4.51380 -3.00720 -0.61010
C 3.43040 -2.53020 -1.31760
C 2.58640 -1.58760 -0.74160
S 1.22100 -0.98320 -1.64280
H 4.17750 -1.16670 2.21230
H 5.63100 -2.90740 1.21550
H 5.14880 -3.75250 -1.06180
H 3.22490 -2.89040 -2.31200
O -2.11530 0.92500 -0.74860
C -2.58120 1.33220 -1.83200
C -2.01360 0.88290 -3.14960
C -3.03770 0.30170 -4.15090
C -4.48000 0.25170 -3.64410
C -5.16560 1.62180 -3.58190
C -4.23960 2.70220 -3.01220
N -3.55070 2.23180 -1.83180
H -1.23180 0.14670 -2.92950
H -1.51060 1.74990 -3.59270
H -2.73280 -0.71770 -4.38080
H -3.00660 0.86730 -5.08230
H -4.50700 -0.23250 -2.66660
H -5.05780 -0.39180 -4.30720
H -6.06450 1.52690 -2.96990
H -5.48300 1.93310 -4.57830
H -4.80850 3.58980 -2.73420
H -3.49420 2.98670 -3.75810
H -3.92750 2.49610 -0.93300
Te 0.65460 2.50540 -1.48030
C -0.76720 3.76170 -0.50990
C -1.17910 4.93210 -1.12830
C -1.98000 5.82340 -0.43550
C -2.37670 5.53440 0.85920
C -1.98710 4.35010 1.46500
C -1.17310 3.46390 0.78390
C 2.20450 3.64700 -0.53620
C 3.00370 4.48600 -1.29950
C 3.86990 5.35800 -0.65800
C 3.92110 5.39850 0.72590
C 3.13140 4.54570 1.48060
C 2.27380 3.66230 0.84980
H -0.85980 5.14490 -2.13960
H -2.28130 6.74430 -0.90930
H -2.97300 6.24340 1.40920
H -2.31440 4.12790 2.46940
H -0.85920 2.53830 1.26990
H 2.95530 4.46020 -2.38030
H 4.49710 6.01430 -1.24250
H 4.56930 6.10350 1.22340
H 3.17410 4.57260 2.55950
H 1.66770 2.98490 1.43940
O -7.20940 -5.24760 -2.23220
S -7.35340 -3.90260 -1.73850
O -6.51250 -2.89970 -2.34320
O -8.65150 -3.47420 -1.29080
C -6.50880 -4.16840 -0.06610
N -6.95040 -5.07030 0.75730
C -6.26160 -5.21060 1.88270
C -5.11210 -4.46430 2.13650
C -4.70100 -3.57950 1.14160
N -5.45710 -3.42930 0.04330
C -3.45100 -2.82020 1.05840
C -2.70280 -2.30290 2.11420
C -1.58200 -1.54000 1.82730
N -1.15900 -1.29190 0.58280
C -1.82430 -1.87870 -0.42810
C -2.96650 -2.61010 -0.23920
H -6.62410 -5.95810 2.57540
H -4.55520 -4.61210 3.04720
H -2.98990 -2.45300 3.14380
H -0.99040 -1.11100 2.62640
H -1.41590 -1.75710 -1.42540
H -3.50930 -3.01500 -1.07800
```

Summary:
Total energy in Eh: -3336.66545
<S²>: 1.084
Highest occupied orbital energy (alpha / beta) in eV: -9.191 / -9.191
Multiplicity: 2
Gap between HOMO and LUMO (alpha / beta) in eV: 2.9 / 3.8
Total charge: +1



(3)
# C33H32EuNP2S3Si

C33H32EuNP2S3Si as an isolated structure (wB97M-V/def2-TZVPD, the OMol25 dataset).

```
73
Properties=species:S:1:pos:R:3
Eu 1.93219 -1.15339 -0.23462
S 1.25725 -1.35768 2.77633
P -0.61547 -1.48413 1.91775
C -0.71775 -1.94580 0.29524
P -1.30976 -1.39398 -1.09872
S 0.05758 -1.02411 -2.60438
C -2.68915 -2.47188 -1.61564
C -2.94105 -3.63301 -0.88247
C -4.10640 -4.29026 -1.09273
C -5.10357 -3.77953 -1.94736
C -4.83351 -2.67341 -2.70882
C -3.63191 -1.97206 -2.50246
C -2.23198 0.23680 -1.15891
C -3.38800 0.40640 -0.42459
C -4.05115 1.61381 -0.50063
C -3.56695 2.62424 -1.27415
C -2.35387 2.49536 -1.93025
C -1.76202 1.25140 -1.96735
C -1.58806 -0.03457 2.54747
C -1.01716 1.21425 2.59371
C -1.77554 2.37692 2.83035
C -3.19379 2.23969 2.91603
C -3.75628 0.96602 3.08756
C -2.97610 -0.15711 2.85846
C -1.16467 -2.81179 3.08357
C -1.41930 -2.60930 4.43606
C -1.69041 -3.70824 5.23705
C -1.75950 -4.98865 4.70172
C -1.37447 -5.24922 3.42569
C -1.15193 -4.15442 2.57771
H -2.20412 -3.90774 -0.11111
H -4.24720 -5.24547 -0.51999
H -6.05584 -4.26242 -1.95274
H -5.61645 -2.37585 -3.40348
H -3.53988 -1.03696 -2.98421
H -3.74910 -0.40858 0.23114
H -4.92902 1.74192 0.02808
H -4.11380 3.54796 -1.24862
H -2.05637 3.25854 -2.68192
H -0.92266 1.00233 -2.55725
H -0.00561 1.31694 2.38779
H -1.35735 3.36567 2.86317
H -3.79221 3.15026 2.81219
H -4.77059 0.81825 3.34219
H -3.40722 -1.11934 2.63786
H -1.39859 -1.63611 4.95447
H -1.80692 -3.53019 6.28203
H -1.88175 -5.79086 5.44166
H -1.30737 -6.28405 3.01259
H -0.86044 -4.30828 1.54845
C 7.41217 1.80972 -0.83926
Si 6.25121 2.44091 -2.09973
C 6.85079 4.10970 -2.75155
C 6.43210 1.22382 -3.59305
C 4.48771 2.47609 -1.54981
C 3.73159 3.58517 -1.68192
C 2.36306 3.63687 -1.31567
C 1.80763 2.51092 -0.82335
N 2.50095 1.31337 -0.68118
C 3.81489 1.34567 -1.04151
S 4.69467 -0.17124 -0.91774
H 8.45012 1.99565 -1.22042
H 7.31069 0.75234 -0.68938
H 7.28815 2.22411 0.15060
H 7.80216 3.82105 -3.13600
H 7.08824 4.97516 -2.05022
H 6.20666 4.39129 -3.62056
H 7.46966 1.37839 -3.87081
H 5.85789 1.53456 -4.46662
H 6.28236 0.20271 -3.29795
H 4.21300 4.51814 -2.08143
H 1.79183 4.56025 -1.48453
H 0.83769 2.53694 -0.36185
```

Summary:
Total energy in Eh: -4208.69611
<S²>: 15.760
Highest occupied orbital energy (alpha / beta) in eV: -4.339 / -4.653
Multiplicity: 8
Gap between HOMO and LUMO (alpha / beta) in eV: 6.9 / 7.2
Total charge: -1